40
Properties=species:S:1:pos:R:3:forces:R:3 method="wB97M-V/def2-TZVPD" relative_energy_kj_mol=3.7 lumo_ev=-0.10 gap_ev=8.142 energy_ha=-1578.244903 homo_ev=-8.240 smiles="CC(=O)c1cc2c(cc1NC(=O)CSc1nc3ccccc3o1)OCO2" molar_mass_g_mol=370.386
C -1.4821 -1.0994 -3.1913 0.223 0.055 -0.210
C -0.9301 0.0337 -2.3630 -0.088 -0.109 -0.119
O 0.0501 0.6449 -2.7760 0.044 -0.091 -0.124
C -1.5962 0.3472 -1.0936 0.150 0.337 0.362
C -2.7714 -0.3507 -0.7373 -0.209 0.085 0.381
C -3.3683 -0.0595 0.4534 0.331 0.348 0.161
C -2.8419 0.9058 1.3237 -0.022 -0.469 -0.739
C -1.7071 1.6072 1.0152 -0.228 0.053 0.394
C -1.0779 1.3279 -0.2071 -0.266 -0.194 0.026
N 0.0728 2.0001 -0.5727 -0.011 0.091 -0.627
C 0.8772 2.7937 0.1867 -0.018 0.049 -0.350
O 0.6479 3.1705 1.3108 -0.013 0.114 0.287
C 2.1541 3.1854 -0.5524 0.413 -0.287 0.343
S 3.6344 2.7104 0.4144 -0.172 0.443 -0.192
C 3.3717 1.0107 0.5602 0.329 -0.465 0.227
N 4.1305 0.1942 1.2084 0.259 0.833 0.030
C 3.5287 -1.0351 1.0575 -0.926 -0.219 -0.568
C 3.8710 -2.2947 1.5272 -0.023 0.227 -0.060
C 3.0314 -3.3406 1.1958 0.011 -0.162 0.039
C 1.8858 -3.1525 0.4248 -0.044 -0.065 -0.011
C 1.5278 -1.9036 -0.0538 -0.058 0.358 -0.125
C 2.3694 -0.8625 0.2748 0.695 -0.797 0.600
O 2.2844 0.4600 -0.0448 0.025 0.053 -0.111
O -3.6269 0.9958 2.4252 0.490 0.305 -0.119
C -4.6725 0.0619 2.2448 -0.998 -0.306 0.758
O -4.5027 -0.5923 1.0060 0.124 -0.125 -0.354
H -1.5216 -2.0214 -2.6166 -0.072 -0.089 0.047
H -0.8355 -1.2412 -4.0542 -0.008 0.025 0.033
H -2.4843 -0.8581 -3.5387 -0.125 -0.043 -0.003
H -3.2052 -1.0936 -1.3818 -0.036 -0.116 -0.118
H -1.3000 2.3455 1.6832 0.036 0.047 0.020
H 0.4055 1.7013 -1.4996 -0.018 0.169 0.386
H 2.2199 4.2716 -0.6141 -0.041 -0.041 -0.022
H 2.2245 2.7453 -1.5457 -0.065 0.094 0.004
H 4.7558 -2.4364 2.1249 0.117 -0.035 0.084
H 3.2660 -4.3354 1.5439 0.017 -0.084 0.029
H 1.2606 -4.0018 0.1949 -0.054 -0.069 -0.021
H 0.6438 -1.7447 -0.6505 -0.125 -0.022 -0.061
H -5.6400 0.5875 2.2570 0.268 -0.065 -0.064
H -4.6495 -0.6773 3.0608 0.088 0.168 -0.212